{
  "formula": "C45H35BrCl2CuO8",
  "method": "ωB97M-V with the def2-TZVPD basis set",
  "total_charge": -2,
  "gap_ev": [6.235, 6.241],
  "spin_multiplicity": 2,
  "lumo_ha": [0.1542, 0.1542],
  "elements": ["Cu", "C", "C", "C", "O", "C", "C", "O", "C", "O", "C", "C", "C", "C", "C", "C", "C", "C", "C", "C", "C", "C", "C", "O", "C", "C", "C", "C", "C", "C", "C", "C", "C", "C", "C", "C", "H", "H", "H", "H", "H", "H", "H", "H", "H", "H", "H", "H", "H", "H", "H", "H", "H", "H", "H", "H", "H", "H", "H", "H", "H", "H", "H", "H", "Cl", "C", "C", "C", "Cl", "C", "O", "C", "C", "O", "C", "H", "H", "H", "Br", "C", "C", "C", "C", "C", "C", "C", "O", "O", "H", "H", "H", "H"],
  "coordinates": [[1.464, 1.190, 0.746], [-3.765, -2.301, -1.813], [-3.197, -2.177, -0.422], [-4.132, -2.906, 0.507], [-1.863, -2.771, -0.304], [-0.910, -1.780, 0.177], [-1.659, -0.426, -0.079], [-3.074, -0.794, -0.048], [-1.510, 0.927, 0.797], [-0.400, 1.610, 0.394], [-2.693, 1.874, 0.396], [-3.179, 1.984, -0.906], [-4.341, 2.718, -1.177], [-4.905, 3.503, -0.201], [-4.311, 3.570, 1.063], [-3.208, 2.794, 1.346], [-1.578, 0.728, 2.345], [-2.485, -0.145, 2.943], [-2.400, -0.446, 4.292], [-1.499, 0.262, 5.093], [-0.748, 1.292, 4.570], [-0.778, 1.515, 3.194], [0.535, -2.136, -0.527], [1.807, -1.341, 1.750], [0.632, -1.339, -1.858], [-0.234, -1.723, -2.896], [-0.299, -1.042, -4.113], [0.467, 0.079, -4.349], [1.330, 0.493, -3.327], [1.416, -0.207, -2.145], [0.637, -3.687, -0.870], [0.097, -4.691, -0.031], [0.143, -6.037, -0.397], [0.777, -6.416, -1.576], [1.350, -5.459, -2.401], [1.333, -4.124, -1.997], [-3.936, -3.339, -2.064], [-3.121, -1.855, -2.578], [-4.735, -1.811, -1.875], [-4.073, -3.987, 0.352], [-5.168, -2.673, 0.289], [-3.928, -2.703, 1.549], [-0.768, -1.988, 1.249], [-1.495, -0.053, -1.096], [-2.709, 1.411, -1.701], [-4.804, 2.641, -2.155], [-5.813, 4.065, -0.411], [-4.778, 4.194, 1.836], [-2.735, 2.896, 2.320], [-3.242, -0.646, 2.346], [-3.038, -1.209, 4.727], [-1.459, 0.059, 6.168], [-0.125, 1.910, 5.224], [-0.147, 2.288, 2.771], [-0.863, -2.596, -2.793], [-0.989, -1.423, -4.878], [0.375, 0.589, -5.308], [1.930, 1.393, -3.417], [2.086, 0.172, -1.372], [-0.455, -4.403, 0.862], [-0.335, -6.780, 0.248], [0.818, -7.473, -1.840], [1.784, -5.713, -3.360], [1.787, -3.365, -2.640], [6.000, -4.392, -1.281], [5.174, -2.995, -0.816], [5.829, -1.768, -0.856], [5.172, -0.609, -0.455], [6.040, 0.851, -0.500], [3.810, -0.659, 0.005], [3.279, 0.462, 0.384], [3.155, -1.968, 0.021], [1.781, -2.140, 0.622], [0.844, -0.300, 1.611], [3.859, -3.109, -0.353], [6.863, -1.695, -1.206], [1.776, -3.170, 1.023], [3.453, -4.120, -0.284], [3.443, 4.675, -1.764], [2.817, 5.656, -0.251], [2.990, 7.029, -0.383], [2.649, 7.863, 0.674], [2.143, 7.361, 1.854], [2.003, 5.985, 1.995], [2.303, 5.105, 0.945], [2.073, 3.674, 1.168], [1.962, 3.174, 2.305], [2.004, 2.929, 0.079], [3.386, 7.426, -1.311], [2.787, 8.933, 0.544], [1.888, 8.053, 2.679], [1.629, 5.560, 2.922]]
}